No. 1
C9H16N3OS | the ωB97M-V functional and the def2-TZVPD basis

```
30
Properties=species:S:1:pos:R:3:forces:R:3:nbo_charge:R:1
S 1.911 -2.808 1.571 3.921 0.218 1.759 0.4901
O -1.033 -0.642 2.923 -0.663 0.453 0.679 -0.5037
N -1.959 -0.071 0.811 2.262 0.785 0.659 -0.5941
N -2.046 0.644 -1.482 -3.986 1.266 0.228 -0.5361
N -0.088 0.254 -0.258 1.923 1.799 -1.422 -0.5497
C 1.930 -1.245 2.537 1.723 0.749 -0.786 -0.5354
C 1.675 -0.026 1.597 -0.967 0.561 1.157 -0.2990
C -1.525 0.835 -2.803 2.456 -1.143 0.011 -0.2105
C 0.434 -2.816 1.021 -4.761 -0.746 -1.752 -0.8117
C 2.726 0.192 0.542 -0.788 -0.557 -1.843 -0.6403
C -1.720 2.275 -3.217 2.485 -0.844 1.834 -0.6175
C 0.306 -0.104 1.018 -0.170 1.162 0.552 0.2481
C -1.414 0.413 -0.342 -1.821 -1.814 0.024 0.6462
C -0.900 -0.234 1.805 0.704 -0.861 -2.045 0.5567
H 1.600 0.810 2.383 0.299 -0.569 -1.283 0.2601
H 2.697 1.192 0.015 -0.562 -1.201 0.209 0.2204
H -1.844 -0.008 -3.396 -0.849 0.141 -0.609 0.2311
H -2.671 2.663 -2.959 -0.840 0.536 -0.218 0.2241
H 3.613 0.297 1.083 1.875 -0.437 0.476 0.2406
H -3.093 0.942 -1.572 2.423 -1.131 1.529 0.4399
H -0.911 2.696 -2.598 -0.834 0.839 0.423 0.2100
H 2.914 -1.033 3.090 -1.305 -0.826 -0.979 0.2550
H -0.519 -2.639 1.494 0.320 0.663 1.051 0.2157
H -0.451 0.567 -2.699 -0.297 0.553 -0.570 0.1846
H 0.100 -3.465 0.239 0.985 -0.623 -0.823 0.2348
H -2.807 0.053 1.274 -2.241 0.384 -0.205 0.4457
H 0.486 0.755 -1.013 -0.636 -1.406 1.883 0.4542
H 2.720 -0.747 -0.182 0.354 2.156 1.347 0.2367
H -1.277 2.521 -4.130 -0.353 0.109 -2.096 0.2512
H 1.145 -1.272 3.247 -0.660 -0.215 0.810 0.2529
```
Positions in Å, forces in eV/Å.

Properties
Kohn-Sham gap (spin up / spin down) ... 6.810 / 7.720 eV
⟨S²⟩ ... 2.02
DFT total energy ... -989.857598 a.u.
Molecular weight ... 214.31 g/mol
HOMO energy (spin up / spin down) ... -0.3567 / -0.4745 Eh
Total charge ... +1
2S+1 ... 3

No. 2
C9H16N3OSTi | the ωB97M-V functional and the def2-TZVPD basis

```
31
Properties=species:S:1:pos:R:3:forces:R:3:mulliken_charge:R:1
Ti 0.346 -0.209 0.160 0.078 0.821 0.088 0.5231
S -0.138 2.036 0.086 -0.055 -0.656 0.018 -0.1317
O -1.180 -0.351 -0.665 -1.192 0.143 -0.497 -0.6066
N -0.008 -1.030 2.019 0.350 -0.250 0.292 -0.4684
N -2.089 0.608 -1.028 0.166 -0.294 0.129 0.4064
N 1.638 -0.677 -1.344 0.421 -0.461 -0.123 -0.4543
C -3.776 2.584 -1.652 0.013 0.051 0.018 -0.1162
C -1.705 1.870 -0.719 0.146 -0.102 0.057 0.8833
C 3.143 -1.101 0.582 0.002 0.000 0.030 -0.7297
C 2.339 -1.748 -0.546 0.073 0.280 0.092 -0.4985
C 2.382 -0.283 1.647 -0.183 -0.440 -0.087 -0.0009
C 1.410 -1.078 2.558 0.025 0.101 -0.081 -0.5762
C -3.252 0.253 -1.606 0.219 -0.001 0.004 0.0169
C -2.558 2.891 -1.036 -0.185 0.249 -0.078 -0.7442
C -4.121 1.265 -1.933 -0.099 0.117 -0.045 -0.7942
H 3.673 -1.894 1.110 0.041 -0.051 0.013 0.3888
H 3.123 0.194 2.283 0.075 0.151 0.045 0.4498
H -0.451 -1.948 2.067 -0.009 -0.107 -0.020 0.3535
H 2.993 -2.327 -1.190 0.048 -0.129 -0.099 0.5069
H -5.060 1.011 -2.406 -0.029 0.025 -0.003 0.4591
H 1.725 -2.115 2.626 0.024 -0.098 -0.017 0.4387
H 1.579 -2.460 -0.185 -0.093 -0.039 0.020 0.3678
H 2.309 0.013 -1.684 0.070 0.143 0.046 0.3535
H -3.419 -0.800 -1.785 0.027 -0.028 0.028 0.4942
H 1.422 -0.664 3.559 -0.070 0.080 0.126 0.4139
H 3.910 -0.465 0.140 0.088 0.035 -0.033 0.4369
H -0.584 -0.437 2.618 -0.059 0.126 0.019 0.3357
H -4.458 3.385 -1.908 -0.001 0.013 -0.002 0.4705
H -2.281 3.912 -0.804 -0.046 0.021 -0.023 0.4681
H 1.205 -1.069 -2.182 -0.059 -0.036 -0.077 0.3491
H 1.883 0.631 1.219 0.216 0.335 0.159 0.0048
```
Positions in Å, forces in eV/Å.

Properties
Kohn-Sham gap ... 7.257 eV
DFT total energy ... -1838.645698 a.u.
Molecular weight ... 262.18 g/mol
HOMO energy ... -0.7479 Eh
Total charge ... +3
2S+1 ... 1

No. 3
C9H16N3S | the ωB97M-V functional and the def2-TZVPD basis

```
29
Properties=species:S:1:pos:R:3:forces:R:3:nbo_charge:R:1
S -1.136 -1.794 1.505 0.188 -1.336 -0.568 0.7738
N -2.491 2.460 0.308 0.207 1.963 1.802 -0.8284
N -1.449 0.429 0.716 -1.464 -1.253 -1.443 -0.8318
N -3.067 0.690 -0.923 1.745 -1.680 -0.687 -0.8015
C -0.714 -3.105 -0.741 2.249 3.384 2.139 -0.2301
C 2.239 0.113 0.069 0.770 -0.208 -2.564 -0.2795
C 3.361 0.904 0.787 -1.961 -2.424 2.429 -0.5984
C -1.655 -2.831 0.321 -0.800 -0.407 -0.910 -0.3779
C -2.294 1.138 0.080 -0.268 1.570 -0.276 0.6140
C 1.241 -0.562 0.974 1.822 0.323 -1.031 0.0459
C 1.446 1.074 -0.930 -2.569 -2.485 2.219 -0.5815
C 0.366 -1.484 0.611 -0.521 -1.059 0.227 -0.2439
C 0.414 -2.247 -0.562 -3.523 -1.798 -0.937 -0.1365
H 1.098 -2.035 -1.329 1.182 -0.246 -0.653 0.2391
H -0.808 0.934 1.238 1.299 1.445 1.236 0.3482
H -2.753 -3.034 0.190 1.336 -0.288 0.709 0.2734
H 1.252 -0.310 1.984 -0.128 1.056 1.656 0.2170
H 0.950 1.804 -0.317 -0.843 0.238 0.556 0.1989
H 2.730 -0.634 -0.704 -0.823 1.027 1.883 0.2350
H 0.623 0.480 -1.482 1.590 1.185 0.468 0.2156
H 3.870 1.494 0.137 1.412 1.802 -1.986 0.2232
H -2.187 2.849 1.215 -0.188 -0.540 -0.956 0.3962
H 4.066 0.192 1.217 0.085 0.052 0.051 0.2248
H 2.987 1.510 1.636 -0.013 -0.182 -0.550 0.2107
H -2.565 3.174 -0.407 -0.247 -0.672 -0.118 0.4138
H -2.829 -0.110 -1.451 0.778 -0.937 -0.023 0.3913
H 2.050 1.721 -1.449 1.831 0.642 -2.027 0.2305
H -3.975 0.915 -1.115 -2.478 1.583 0.083 0.4050
H -0.771 -3.735 -1.580 -0.668 -0.756 -0.729 0.2533
```
Positions in Å, forces in eV/Å.

Properties
Kohn-Sham gap (spin up / spin down) ... 7.031 / 7.030 eV
Energy above the lowest of the compared OMol25 structures with the same formula, charge and spin ... 6.1 kcal per mole
DFT total energy ... -914.654223 a.u.
Molecular weight ... 198.32 g/mol
HOMO energy (spin up / spin down) ... -0.4424 / -0.4424 Eh
Total charge ... +1
2S+1 ... 1

No. 4
C9H16N6 | the ωB97M-V functional and the def2-TZVPD basis

```
31
Properties=species:S:1:pos:R:3:forces:R:3:nbo_charge:R:1
N 0.923 1.677 -0.011 -1.096 2.187 0.186 -0.2130
N -2.095 0.500 1.127 -1.182 -0.527 -0.668 -0.4863
N -0.577 -2.112 0.507 0.745 0.677 -0.367 -0.5073
N -1.124 -1.094 -0.400 -0.984 -1.027 0.491 -0.1754
N 0.248 2.888 -0.072 0.892 -0.613 -0.354 -0.2599
N -1.112 0.204 0.060 1.313 1.121 1.186 -0.1352
C 1.988 2.814 -1.538 -1.046 0.124 -1.136 -0.3466
C 0.403 -2.890 -0.256 -2.915 -1.845 -0.987 -0.2314
C 0.867 3.568 -1.011 1.621 -0.029 -0.441 -0.0257
C -0.172 1.249 2.151 2.826 -1.141 1.822 -0.4719
C -0.041 -2.772 -1.767 1.368 3.197 2.941 -0.4147
C -1.377 0.443 2.376 -3.071 -0.073 2.003 -0.2267
C -0.459 -1.241 -1.712 0.741 -2.824 2.138 -0.2254
C 1.917 1.595 -0.914 -2.024 3.443 0.556 -0.0251
C 0.385 0.723 0.858 -1.856 -3.420 -2.120 0.1092
H -2.111 0.843 3.224 1.696 -0.629 -1.618 0.1984
H 0.447 -0.737 -1.531 1.144 1.440 -1.393 0.1804
H 0.563 1.132 3.053 -1.086 0.377 -1.693 0.2191
H -1.213 -0.613 2.558 0.787 -0.183 0.756 0.1845
H 2.548 2.997 -2.462 0.018 0.260 0.783 0.2269
H 2.569 0.848 -0.843 2.404 -3.169 -0.237 0.2042
H 0.707 -3.007 -2.494 0.316 -0.106 -0.404 0.2160
H 0.991 -0.257 0.760 -0.787 1.741 0.866 0.2234
H -2.915 -0.171 1.224 1.646 0.790 -1.129 0.3599
H 0.434 -3.920 0.131 -0.240 0.196 -0.199 0.2011
H -0.929 -3.257 -1.870 -2.285 -1.995 -0.651 0.1959
H -1.350 -2.687 0.744 -0.659 -0.611 0.148 0.3527
H -0.392 2.265 1.942 -0.339 0.961 0.289 0.2645
H -1.135 -1.088 -2.492 -0.564 1.315 -1.259 0.2213
H 0.674 4.633 -1.249 -0.325 -1.038 0.280 0.2130
H 1.337 -2.530 -0.092 2.943 1.401 0.212 0.1740
```
Positions in Å, forces in eV/Å.

Properties
Kohn-Sham gap ... 8.370 eV
Energy above the lowest of the compared OMol25 structures with the same formula, charge and spin ... 0.0 kcal per mole
DFT total energy ... -680.866303 a.u.
Molecular weight ... 208.27 g/mol
HOMO energy ... -0.2775 Eh
2S+1 ... 1
SMILES ... c1cnn([C@H]2CCNN2N2CCCN2)c1

No. 5
C9H16NO | the ωB97M-V functional and the def2-TZVPD basis

```
27
Properties=species:S:1:pos:R:3:forces:R:3:nbo_charge:R:1
O -1.514 -0.390 2.497 -3.114 -4.055 0.009 -0.6756
N -2.576 1.302 -0.794 0.508 1.383 0.398 -0.6968
C 1.991 -0.257 0.321 -0.423 0.910 -0.211 -0.0635
C 3.307 0.019 -0.332 1.960 -2.710 1.662 -0.6521
C -0.435 -0.532 1.710 2.909 1.723 -0.914 0.2760
C -0.822 0.068 -1.962 3.156 -0.849 -0.783 -0.6855
C 1.565 -1.538 0.684 -3.163 2.772 1.531 -0.1563
C 1.246 0.916 0.668 -0.313 0.925 0.371 -0.1713
C 0.302 -1.716 1.400 0.522 2.788 -0.259 -0.3096
C -2.008 -0.092 -1.114 2.194 1.705 3.415 -0.2236
C 0.051 0.828 1.353 1.867 -5.733 -1.246 -0.3064
H -2.895 1.482 0.165 -0.747 -1.038 -0.096 0.4487
H -2.708 -0.618 -1.637 -2.314 -1.408 -0.764 0.2267
H -0.261 0.992 -1.950 -0.475 0.834 0.371 0.2368
H -2.054 -1.298 2.461 1.644 2.858 0.560 0.4895
H 3.959 0.566 0.357 -0.321 0.817 -0.479 0.2358
H 3.393 0.285 -1.358 -0.480 0.878 -0.671 0.2338
H 3.891 -0.932 -0.305 -0.479 0.218 -0.233 0.2221
H 0.031 -2.655 1.859 -0.087 -0.173 -0.195 0.2340
H -0.485 1.598 1.724 -1.579 2.638 1.130 0.2087
H 1.632 1.988 0.514 -0.214 -1.958 -0.124 0.2304
H 2.198 -2.347 0.675 1.412 -1.787 -0.644 0.2241
H -3.321 1.473 -1.477 0.169 0.582 0.434 0.4464
H -1.688 -0.529 -0.107 -0.931 0.440 -1.672 0.2597
H 0.003 -0.565 -1.545 -0.829 -0.057 -0.629 0.2727
H -0.936 -0.144 -3.024 -0.316 -0.277 0.106 0.2424
H -1.864 2.094 -0.781 -0.556 -1.426 -1.066 0.4529
```
Positions in Å, forces in eV/Å.

Properties
Kohn-Sham gap ... 8.060 eV
Energy above the lowest of the compared OMol25 structures with the same formula, charge and spin ... 47.8 kcal per mole
DFT total energy ... -482.216718 a.u.
Molecular weight ... 154.23 g/mol
HOMO energy ... -0.4239 Eh
Total charge ... +1
2S+1 ... 1

No. 6
C9H16NO2 | the ωB97M-V functional and the def2-TZVPD basis

```
28
Properties=species:S:1:pos:R:3:forces:R:3:nbo_charge:R:1
O -0.746 1.831 0.062 -0.339 3.967 2.716 -0.2523
O 0.523 2.463 0.095 1.532 -2.941 0.552 -0.4389
N -0.425 -0.480 0.015 0.174 -1.916 0.639 -0.2683
C 2.117 0.079 -0.320 0.806 1.683 -1.328 -0.4673
C 0.946 -0.342 0.549 0.986 -1.966 0.848 -0.2163
C -2.310 0.703 -0.910 -1.040 1.508 -2.459 -0.1612
C -0.829 0.771 -0.684 -1.106 -1.818 -2.540 0.2027
C -2.638 -0.638 1.048 0.169 -0.896 0.634 -0.2001
C -1.326 -0.924 1.152 -1.341 1.399 0.316 -0.0331
C -0.472 -1.648 -0.912 -1.195 -0.699 0.267 -0.4078
C -3.151 0.121 -0.078 1.260 -0.551 0.580 -0.2094
C 3.448 0.069 0.462 -0.430 2.982 0.052 -0.5984
H -3.439 -1.024 1.734 1.450 0.429 -0.273 0.2658
H -2.671 1.357 -1.762 0.409 -0.912 1.177 0.2496
H 0.685 0.243 1.412 1.325 0.677 0.595 0.2344
H -1.563 -2.013 -0.891 2.115 -0.011 -0.175 0.2583
H 0.365 -2.341 -0.614 -1.472 0.385 -0.431 0.2448
H 3.142 0.469 1.408 0.033 0.114 1.097 0.2065
H 1.219 -1.377 0.848 -0.414 0.627 0.537 0.2178
H 3.884 -0.856 0.669 0.902 -1.449 -0.153 0.2184
H 4.182 0.921 0.154 -1.129 -2.035 -0.136 0.2412
H 2.255 -0.451 -1.303 -0.647 0.314 0.954 0.2255
H -0.860 -1.321 2.054 0.185 -0.161 -0.641 0.2562
H 0.410 3.359 -0.101 -1.246 2.413 -0.636 0.4889
H -4.195 0.194 -0.105 -1.306 0.287 -0.603 0.2455
H -0.271 0.883 -1.639 -0.030 -0.531 0.613 0.2334
H -0.286 -1.212 -1.852 0.463 -0.106 -1.541 0.2152
H 2.008 1.164 -0.489 -0.114 -0.794 -0.660 0.2489
```
Positions in Å, forces in eV/Å.

Properties
Kohn-Sham gap ... 9.652 eV
Energy above the lowest of the compared OMol25 structures with the same formula, charge and spin ... 148.0 kcal per mole
DFT total energy ... -557.319155 a.u.
Molecular weight ... 170.23 g/mol
HOMO energy ... -0.4963 Eh
Total charge ... +1
2S+1 ... 1
SMILES ... CCC[N@@+]1(C)C=CC=C[C@H]1OO